1.
Entry from OMol25: 7 unconnected molecules or ions with the total composition C23H58BrNO9 in a non-equilibrium geometry (wB97M-V/def2-TZVPD).

HOMO-LUMO gap	8.9	eV
molar mass	572.619	g mol⁻¹

Positions of all 92 atoms, in Å:
1 O 3.04 -0.99 -0.24
2 C 3.04 -0.14 0.80
3 N 4.13 -0.38 1.86
4 Br 3.79 -2.13 2.54
5 O 2.02 0.95 0.89
6 C 1.16 0.71 2.09
7 C -0.44 0.85 1.79
8 C -1.14 -0.46 1.09
9 C -0.33 -1.87 1.26
10 O -0.42 -2.42 2.65
11 H 5.06 -0.46 1.37
12 H 1.48 -0.27 2.66
13 H 1.44 1.60 2.83
14 H -1.04 1.17 2.74
15 H -0.56 1.75 1.01
16 H -1.32 -0.30 -0.07
17 H -2.19 -0.61 1.63
18 H 0.79 -1.84 0.87
19 H -0.90 -2.67 0.58
20 H 0.22 -1.94 3.26
21 C -3.95 -0.76 -4.09
22 C -3.87 -0.04 -2.75
23 C -3.48 1.42 -2.92
24 O -2.91 -0.69 -1.92
25 H -2.98 -0.74 -4.60
26 H -4.22 -1.81 -3.95
27 H -4.69 -0.29 -4.74
28 H -4.84 -0.11 -2.24
29 H -2.49 1.51 -3.39
30 H -3.42 1.92 -1.95
31 H -4.21 1.95 -3.54
32 H -2.04 -0.64 -2.37
33 C 7.23 0.51 5.70
34 C 5.94 0.34 6.48
35 C 5.37 -1.06 6.31
36 O 4.98 1.29 6.02
37 H 7.07 0.36 4.63
38 H 7.62 1.52 5.82
39 H 7.99 -0.20 6.04
40 H 6.11 0.54 7.54
41 H 5.14 -1.27 5.26
42 H 4.43 -1.17 6.87
43 H 6.07 -1.82 6.67
44 H 4.81 1.12 5.08
45 C -5.37 -4.56 -1.55
46 C -5.03 -4.24 -0.10
47 C -6.02 -3.25 0.49
48 O -3.72 -3.69 -0.04
49 H -5.33 -3.65 -2.17
50 H -4.64 -5.26 -1.97
51 H -6.37 -5.00 -1.64
52 H -5.03 -5.16 0.48
53 H -6.01 -2.30 -0.05
54 H -5.76 -3.03 1.53
55 H -7.04 -3.66 0.47
56 H -3.71 -2.87 -0.56
57 C 5.27 4.63 5.39
58 C 4.33 5.75 5.81
59 C 4.98 6.68 6.82
60 O 3.15 5.19 6.38
61 H 5.55 4.02 6.26
62 H 4.78 3.96 4.68
63 H 6.18 5.03 4.93
64 H 4.02 6.32 4.93
65 H 5.26 6.14 7.73
66 H 4.29 7.48 7.12
67 H 5.89 7.14 6.40
68 H 3.41 4.68 7.17
69 C 2.17 1.52 -2.45
70 C 1.19 1.47 -3.62
71 C 1.45 2.60 -4.60
72 O -0.14 1.58 -3.12
73 H 2.08 2.46 -1.90
74 H 1.97 0.71 -1.74
75 H 3.21 1.43 -2.80
76 H 1.28 0.51 -4.13
77 H 1.33 3.58 -4.12
78 H 0.73 2.56 -5.43
79 H 2.46 2.54 -5.02
80 H -0.22 2.43 -2.66
81 C -4.69 -2.01 -8.54
82 C -4.51 -2.85 -7.28
83 C -4.81 -4.31 -7.54
84 O -5.39 -2.36 -6.27
85 H -5.73 -2.07 -8.91
86 H -4.49 -0.96 -8.34
87 H -4.02 -2.35 -9.34
88 H -3.49 -2.74 -6.91
89 H -5.84 -4.45 -7.87
90 H -4.68 -4.90 -6.63
91 H -4.14 -4.72 -8.31
92 H -6.30 -2.46 -6.59

---

2.
Entry from OMol25: 5 unconnected molecules or ions with the total composition C23H58N2O5 (wB97M-V/def2-TZVPD).

energy relative to the best compared isomer or geometry (same formula, charge and spin)	0.0	kcal/mol
HOMO-LUMO gap	9.4	eV
molar mass	442.726	g mol⁻¹

Positions of all 88 atoms, in Å:
1 C -1.73 -0.43 -2.98
2 O -0.93 -1.43 -3.58
3 C -0.38 -2.33 -2.64
4 C 0.83 -1.77 -1.91
5 N 1.50 -2.81 -1.14
6 C 0.96 -2.89 0.22
7 C 1.57 -4.04 1.01
8 C 1.01 -4.22 2.45
9 C -0.21 -3.40 2.85
10 N 0.03 -2.03 3.30
11 H -2.76 -0.78 -2.83
12 H -1.34 -0.09 -2.03
13 H -1.75 0.43 -3.64
14 H -1.15 -2.64 -1.92
15 H -0.07 -3.22 -3.18
16 H 0.52 -0.95 -1.25
17 H 1.50 -1.35 -2.66
18 H 2.48 -2.56 -1.07
19 H -0.12 -3.04 0.12
20 H 1.12 -1.96 0.77
21 H 1.43 -4.96 0.45
22 H 2.65 -3.87 1.06
23 H 1.80 -4.03 3.18
24 H 0.74 -5.27 2.57
25 H -0.71 -3.92 3.67
26 H -0.94 -3.37 2.04
27 H 0.86 -1.95 3.87
28 H 0.06 -1.37 2.54
29 C 1.48 -3.61 7.61
30 C 2.05 -3.25 6.24
31 O 2.27 -1.86 6.05
32 C 3.19 -1.24 6.94
33 C 4.59 -1.82 6.88
34 H 0.55 -3.07 7.79
35 H 1.28 -4.68 7.65
36 H 2.18 -3.37 8.41
37 H 1.33 -3.52 5.47
38 H 2.97 -3.82 6.04
39 H 2.80 -1.27 7.96
40 H 3.21 -0.20 6.63
41 H 4.62 -2.86 7.21
42 H 5.25 -1.25 7.54
43 H 4.99 -1.78 5.87
44 C -2.69 3.54 -0.15
45 C -1.29 3.13 -0.58
46 O -1.21 2.69 -1.93
47 C -1.58 3.64 -2.92
48 C -0.75 4.90 -2.92
49 H -3.39 2.72 -0.31
50 H -2.69 3.79 0.91
51 H -3.05 4.41 -0.70
52 H -0.96 2.28 0.01
53 H -0.58 3.95 -0.40
54 H -2.65 3.88 -2.84
55 H -1.45 3.11 -3.86
56 H -0.87 5.48 -2.00
57 H -1.04 5.54 -3.75
58 H 0.31 4.67 -3.04
59 C -5.44 -4.70 -1.64
60 C -4.25 -3.77 -1.79
61 O -4.47 -2.46 -1.31
62 C -4.80 -2.34 0.06
63 C -3.75 -2.91 1.00
64 H -6.32 -4.28 -2.12
65 H -5.22 -5.66 -2.09
66 H -5.68 -4.88 -0.59
67 H -4.02 -3.64 -2.85
68 H -3.36 -4.21 -1.33
69 H -5.78 -2.80 0.26
70 H -4.91 -1.27 0.24
71 H -3.62 -3.99 0.87
72 H -4.05 -2.75 2.04
73 H -2.79 -2.43 0.84
74 C 3.54 5.89 -3.25
75 C 3.08 5.53 -4.65
76 O 1.84 6.12 -5.02
77 C 1.80 7.54 -5.02
78 C 2.78 8.19 -5.97
79 H 2.78 5.62 -2.51
80 H 4.46 5.35 -3.01
81 H 3.76 6.96 -3.14
82 H 2.90 4.46 -4.72
83 H 3.85 5.78 -5.38
84 H 1.94 7.93 -4.00
85 H 0.78 7.78 -5.32
86 H 3.82 7.99 -5.70
87 H 2.64 9.27 -5.97
88 H 2.63 7.83 -6.99

---

3.
Entry from OMol25: a molecular structure, C23H58O25S6V2 in a non-equilibrium geometry (wB97M-V/def2-TZVPD).

HOMO-LUMO gap	8.5	eV
molar mass	1028.982	g mol⁻¹

Positions of all 114 atoms, in Å:
1 O 2.79 0.26 -0.90
2 V 3.17 -0.61 0.39
3 O 3.39 0.41 1.57
4 O 2.57 -4.43 1.57
5 V 1.94 -3.99 0.16
6 O 0.63 -4.86 -0.05
7 C 0.30 -0.31 2.10
8 C 0.12 -1.48 1.17
9 C -0.92 -1.22 0.11
10 O 1.34 -1.89 0.59
11 H 0.64 -0.62 3.09
12 H -0.65 0.16 2.36
13 H 0.93 0.50 1.74
14 H -0.32 -2.28 1.79
15 H -0.69 -0.31 -0.44
16 H -1.94 -1.14 0.48
17 H -0.96 -2.08 -0.56
18 C 6.05 -3.05 -1.42
19 C 5.05 -2.27 -0.63
20 O 3.92 -2.75 -0.34
21 O 5.31 -1.11 -0.24
22 H 5.63 -3.69 -2.20
23 H 6.71 -3.66 -0.79
24 H 6.77 -2.42 -1.96
25 O -3.09 -2.82 -1.46
26 S -3.97 -2.62 -2.58
27 O -5.11 -1.75 -2.53
28 O -3.01 -2.11 -3.83
29 C -3.69 -1.52 -4.93
30 C -2.69 -1.22 -6.04
31 C -4.41 -4.22 -3.32
32 H -4.13 -0.56 -4.65
33 H -4.54 -2.11 -5.28
34 H -1.81 -0.69 -5.68
35 H -3.21 -0.67 -6.83
36 H -2.31 -2.18 -6.41
37 H -3.48 -4.74 -3.50
38 H -4.98 -4.00 -4.22
39 H -4.99 -4.75 -2.57
40 O 1.12 2.39 3.29
41 S 0.23 2.39 4.41
42 O 0.04 1.22 5.24
43 O 0.71 3.60 5.43
44 C -0.08 3.79 6.61
45 C 0.86 4.44 7.63
46 C -1.37 3.09 3.92
47 H -0.39 2.82 7.00
48 H -0.94 4.39 6.34
49 H 1.86 4.01 7.63
50 H 0.46 4.35 8.64
51 H 0.94 5.50 7.41
52 H -2.12 2.92 4.69
53 H -1.67 2.55 3.02
54 H -1.21 4.13 3.68
55 O -3.64 3.89 0.88
56 S -2.40 4.62 0.74
57 O -1.94 5.46 1.82
58 O -1.27 3.53 0.38
59 C 0.07 3.98 0.27
60 C 1.01 2.88 -0.17
61 C -2.48 5.67 -0.73
62 H 0.49 4.39 1.19
63 H 0.23 4.83 -0.40
64 H 0.74 1.88 0.16
65 H 2.02 3.08 0.18
66 H 1.12 2.85 -1.25
67 H -1.48 5.98 -1.00
68 H -3.16 6.50 -0.57
69 H -2.89 5.04 -1.51
70 O 3.86 -2.06 2.57
71 S 4.43 -2.33 3.86
72 O 5.78 -2.80 4.02
73 O 4.30 -1.05 4.88
74 C 3.12 -0.24 4.90
75 C 3.37 1.00 5.71
76 C 3.24 -3.42 4.71
77 H 2.32 -0.82 5.38
78 H 2.77 -0.03 3.89
79 H 3.48 0.82 6.78
80 H 2.58 1.72 5.52
81 H 4.31 1.45 5.38
82 H 3.51 -3.60 5.74
83 H 3.26 -4.39 4.21
84 H 2.29 -2.92 4.55
85 O 1.59 -3.14 -2.00
86 S 1.50 -2.43 -3.24
87 O 2.67 -1.93 -3.91
88 O 0.75 -3.44 -4.28
89 C -0.44 -4.14 -3.88
90 C -0.11 -5.63 -3.88
91 C 0.31 -1.09 -3.09
92 H -1.25 -3.93 -4.56
93 H -0.71 -3.92 -2.84
94 H -1.01 -6.21 -3.67
95 H 0.61 -5.89 -3.10
96 H 0.38 -5.99 -4.78
97 H -0.69 -1.43 -2.82
98 H 0.19 -0.57 -4.03
99 H 0.72 -0.48 -2.28
100 O -0.99 4.35 -3.07
101 S -1.39 3.00 -3.35
102 O -0.70 1.86 -2.84
103 O -2.99 2.87 -3.00
104 C -3.54 1.55 -2.90
105 C -3.76 1.13 -1.47
106 C -1.52 2.84 -5.16
107 H -2.92 0.85 -3.47
108 H -4.52 1.53 -3.39
109 H -4.43 0.27 -1.53
110 H -4.23 1.97 -0.94
111 H -2.87 0.89 -0.89
112 H -1.90 1.84 -5.34
113 H -0.50 2.90 -5.53
114 H -2.09 3.67 -5.56

---

4.
Entry from OMol25: a molecular structure, C23H59BCrF10N6O10S2 in a non-equilibrium geometry (wB97M-V/def2-TZVPD).

HOMO-LUMO gap (alpha / beta)	8.6 / 8.4	eV
2S+1	5
molar mass	896.679	g mol⁻¹

Positions of all 112 atoms, in Å:
1 Cr -2.27 1.74 -2.68
2 B -0.62 1.04 -0.05
3 F -1.33 1.88 0.78
4 F 0.52 1.68 -0.40
5 F -0.21 -0.13 0.52
6 F -1.38 0.80 -1.17
7 C -3.59 -1.48 -0.25
8 F -4.50 -2.31 0.27
9 F -2.68 -1.27 0.71
10 F -3.07 -2.02 -1.32
11 S -4.49 0.21 -0.69
12 O -5.90 -0.03 -0.58
13 O -4.05 1.22 0.28
14 N -3.84 0.67 -2.28
15 S -4.87 -0.08 -3.33
16 O -4.28 -0.12 -4.65
17 O -5.40 -1.40 -2.94
18 C -6.44 1.20 -3.39
19 F -6.25 2.10 -4.38
20 F -7.53 0.46 -3.66
21 F -6.60 1.88 -2.24
22 C 0.76 3.95 2.84
23 C 1.93 3.01 2.62
24 C 1.65 1.59 3.01
25 O 2.90 0.81 3.07
26 C 2.66 -0.57 3.31
27 N 2.34 3.04 1.25
28 H 0.90 4.84 2.23
29 H 0.58 4.18 3.89
30 H -0.18 3.46 2.55
31 H 2.75 3.35 3.26
32 H 1.01 1.14 2.25
33 H 1.10 1.52 3.95
34 H 3.60 -1.12 3.22
35 H 1.96 -0.96 2.57
36 H 2.30 -0.66 4.33
37 H 1.79 2.42 0.66
38 H 3.30 2.70 1.24
39 C 0.27 -3.57 -3.03
40 C 0.27 -2.75 -1.79
41 C 1.39 -3.20 -0.79
42 O 1.32 -4.53 -0.38
43 C 2.03 -4.88 0.82
44 N 0.45 -1.33 -2.08
45 H 1.18 -3.53 -3.62
46 H -0.57 -3.38 -3.70
47 H 0.17 -4.63 -2.78
48 H -0.73 -2.80 -1.36
49 H 1.44 -2.60 0.12
50 H 2.41 -3.06 -1.13
51 H 3.10 -4.69 0.74
52 H 1.95 -5.96 0.95
53 H 1.73 -4.38 1.75
54 H 1.43 -1.25 -2.33
55 H 0.46 -0.83 -1.20
56 C -1.27 -0.93 3.95
57 C -1.52 -2.40 3.72
58 C -1.41 -3.32 4.96
59 O -0.09 -3.43 5.50
60 C 0.02 -2.85 6.82
61 N -2.84 -2.54 3.17
62 H -1.84 -0.52 4.79
63 H -1.58 -0.29 3.13
64 H -0.21 -0.76 4.13
65 H -0.85 -2.72 2.92
66 H -1.73 -4.34 4.71
67 H -2.13 -2.92 5.67
68 H -0.31 -1.82 6.79
69 H 1.06 -2.82 7.16
70 H -0.60 -3.36 7.55
71 H -3.00 -3.52 2.97
72 H -2.89 -2.06 2.29
73 C 4.91 -1.53 0.22
74 C 4.68 -0.11 -0.28
75 C 3.42 0.17 -1.11
76 O 3.29 -0.64 -2.25
77 C 4.33 -0.55 -3.22
78 N 4.68 0.85 0.78
79 H 4.13 -1.89 0.88
80 H 5.83 -1.63 0.79
81 H 5.01 -2.23 -0.61
82 H 5.55 0.21 -0.85
83 H 3.38 1.21 -1.44
84 H 2.58 0.14 -0.41
85 H 4.79 0.43 -3.24
86 H 3.93 -0.84 -4.19
87 H 5.14 -1.19 -2.87
88 H 5.52 0.84 1.34
89 H 3.84 0.78 1.33
90 C -1.81 5.39 -0.56
91 C -1.98 4.43 -1.83
92 C -0.55 4.10 -2.33
93 O -0.59 2.91 -3.06
94 C 0.75 2.60 -3.56
95 N -2.68 3.27 -1.35
96 H -2.78 5.70 -0.19
97 H -1.23 6.27 -0.83
98 H -1.20 4.95 0.23
99 H -2.68 4.94 -2.50
100 H 0.14 4.00 -1.49
101 H -0.22 4.95 -2.93
102 H 1.10 3.44 -4.16
103 H 0.78 1.72 -4.19
104 H 1.46 2.46 -2.74
105 H -3.57 3.69 -1.12
106 H -2.29 3.18 -0.43
107 C -1.34 -0.47 -4.81
108 O -1.25 0.14 -3.57
109 H -0.39 -0.93 -5.05
110 H -2.04 -1.30 -4.92
111 H -1.61 0.26 -5.58
112 H -0.71 -0.51 -3.11

---

| no. | E (hartree) |
| --- | --- |
| 1 | -4216.858837 |
| 2 | -1396.717087 |
| 3 | -7069.295042 |
| 4 | -4857.124148 |